Below is a single C2H3NO3 molecule at a distorted geometry, with properties calculated with ωB97M-V/def2-TZVPD.

Computed properties:
SMILES: O=CC(=O)NO
Calculated total energy in eV: -9752.7487
LUMO energy in Ha: -0.0296
Kohn-Sham gap in eV: 9.248
Relative energy (zero: lowest compared OMol25 entry of this formula, charge and spin) in kcal/mol: 77.0

The geometry in ORCA input format:
```
! wB97M-V def2-TZVPD RIJCOSX def2/J DEFGRID3
* xyz 0 1
C 1.60 0.24 0.00
C 0.12 0.37 0.11
N -0.70 -0.80 0.23
O 2.32 -0.71 0.12
O -0.39 1.50 0.16
O -2.08 -0.63 0.00
H 1.86 1.29 -0.28
H -0.47 -1.63 -0.33
H -2.24 0.37 -0.01
*
```

=====

Below is 2 unconnected molecules or ions with the total composition C2H5N3O4 at a distorted geometry, with properties calculated with ωB97M-V/def2-TZVPD.

Computed properties:
Calculated total energy in eV: -14808.2427
LUMO energy (spin up / spin down) in Ha: -0.0014 / -0.1086
Kohn-Sham gap (spin up / spin down) in eV: 3.913 / 8.421
Relative energy (zero: lowest compared OMol25 entry of this formula, charge and spin) in kcal/mol: 0.0

The geometry in ORCA input format:
```
! wB97M-V def2-TZVPD RIJCOSX def2/J DEFGRID3
* xyz 0 3
C -0.40 -0.25 -0.77
C 1.66 3.21 -1.08
N -1.31 0.66 -1.14
N 0.23 0.00 0.47
N 1.47 -0.80 0.60
O 2.27 3.69 -1.93
O -0.19 -1.32 -1.31
O 1.03 2.73 -0.26
O 2.51 -0.16 0.72
H -1.58 1.42 -0.48
H -1.74 0.37 -2.01
H 0.67 0.91 0.46
H 1.31 -1.48 1.55
H 1.39 -1.61 -0.20
*
```

=====

Below is a gas-phase ion, C3H8NO2 (charge +1) at a distorted geometry, with properties calculated with ωB97M-V/def2-TZVPD.

Computed properties:
SMILES: C[NH2+][C@@]1(O)CO1
Calculated total energy in eV: -8816.1079
LUMO energy in Ha: -0.1276
Kohn-Sham gap in eV: 12.659
Relative energy (zero: lowest compared OMol25 entry of this formula, charge and spin) in kcal/mol: 88.7

The geometry in ORCA input format:
```
! wB97M-V def2-TZVPD RIJCOSX def2/J DEFGRID3
* xyz 1 1
C -1.72 0.77 0.26
C -0.81 -0.36 0.23
C 1.65 0.31 -0.66
N 0.85 -0.10 0.56
O -1.12 0.31 -0.94
O -1.11 -1.61 0.47
H -2.68 0.41 0.30
H -1.61 1.77 0.76
H 1.71 -0.24 -1.51
H 1.14 1.23 -0.92
H 2.67 0.52 -0.49
H 0.77 0.39 1.37
H 1.22 -1.04 0.80
H -0.95 -2.35 -0.21
*
```

=====

Below is 2 unconnected molecules or ions with the total composition C2H2BrP at a distorted geometry, with properties calculated with ωB97M-V/def2-TZVPD.

Computed properties:
Calculated total energy in eV: -81432.6656
LUMO energy (spin up / spin down) in Ha: -0.0727 / -0.0727
Kohn-Sham gap (spin up / spin down) in eV: 7.806 / 7.806
Relative energy (zero: lowest compared OMol25 entry of this formula, charge and spin) in kcal/mol: 76.1

The geometry in ORCA input format:
```
! wB97M-V def2-TZVPD RIJCOSX def2/J DEFGRID3
* xyz 0 1
C 0.13 -0.07 -0.65
C 1.11 -0.76 -0.86
P -2.16 1.30 -0.20
Br -3.63 -0.39 -0.03
H -1.70 1.34 1.28
H 1.92 -1.47 -0.80
*
```

=====

Below is a molecular structure, CH2O3S2 at a distorted geometry, with properties calculated with ωB97M-V/def2-TZVPD.

Computed properties:
Calculated total energy in eV: -28879.8826
LUMO energy in Ha: -0.0148
Kohn-Sham gap in eV: 9.533
Relative energy (zero: lowest compared OMol25 entry of this formula, charge and spin) in kcal/mol: 36.1

The geometry in ORCA input format:
```
! wB97M-V def2-TZVPD RIJCOSX def2/J DEFGRID3
* xyz 0 1
C 1.14 -0.54 0.52
O 1.24 1.11 -1.48
O 1.98 0.28 1.02
O 0.82 -1.66 0.37
S -1.98 0.46 -0.48
S 0.70 1.06 -0.11
H -1.38 -0.80 -0.48
H -2.52 0.09 0.63
*
```

=====

Below is a molecular structure, C40H66Ge2N4O5PS4SiTi, with properties calculated with ωB97M-V/def2-TZVPD.

Computed properties:
Calculated total energy in eV: -255407.0490
LUMO energy in Ha: 0.0775
Kohn-Sham gap in eV: 5.612
Relative energy (zero: lowest compared OMol25 entry of this formula, charge and spin) in kcal/mol: 0.0

The geometry in ORCA input format:
```
! wB97M-V def2-TZVPD RIJCOSX def2/J DEFGRID3
* xyz -1 1
Ti -0.59 0.85 0.09
C 3.51 1.01 -1.02
C 2.67 0.95 -2.29
Ge 0.76 1.57 -2.16
C 0.36 1.21 -4.10
C -1.00 1.62 -4.67
C 1.02 3.51 -2.13
C 0.44 4.30 -1.22
Ge -0.93 3.47 -0.01
C -0.52 4.31 1.77
C -1.53 5.35 2.26
C -2.68 4.15 -0.65
C -2.77 4.28 -2.17
C 0.80 5.73 -1.09
C 2.14 6.14 -1.13
C 2.49 7.47 -1.00
C 1.50 8.44 -0.81
C 0.17 8.05 -0.76
C -0.17 6.71 -0.88
H 4.57 0.82 -1.22
H 3.18 0.26 -0.30
H 3.43 2.00 -0.56
H 2.68 -0.07 -2.69
H 3.11 1.59 -3.06
H 0.59 0.16 -4.31
H 1.15 1.77 -4.61
H -1.82 1.07 -4.21
H -1.05 1.48 -5.76
H -1.18 2.68 -4.48
H 1.74 3.95 -2.84
H 0.47 4.76 1.68
H -0.44 3.50 2.50
H -1.58 6.21 1.59
H -1.27 5.72 3.26
H -2.53 4.91 2.33
H -2.89 5.11 -0.17
H -3.44 3.45 -0.29
H -2.06 5.02 -2.56
H -3.77 4.57 -2.49
H -2.54 3.33 -2.65
H 2.91 5.38 -1.26
H 3.53 7.76 -1.03
H 1.77 9.48 -0.71
H -0.60 8.79 -0.61
H -1.21 6.41 -0.83
S -2.34 1.59 1.76
S -3.68 0.09 1.39
S -4.21 0.47 -0.55
S -2.37 0.60 -1.54
C -1.72 -2.83 -3.87
N -0.33 -2.25 -3.66
C 0.69 -3.13 -4.36
N 0.58 -4.49 -3.95
C -0.78 -4.97 -4.16
N -1.78 -4.18 -3.44
C -1.58 -4.29 -1.98
P 0.11 -3.71 -1.27
C 0.00 -2.11 -2.20
C 1.04 -4.68 -2.55
H -1.93 -2.75 -4.94
H -2.41 -2.20 -3.29
H -0.31 -1.31 -4.07
H 1.67 -2.72 -4.12
H 0.49 -3.04 -5.43
H -0.84 -6.00 -3.82
H -1.00 -4.92 -5.23
H -1.74 -5.33 -1.69
H -2.37 -3.70 -1.50
H 0.96 -1.60 -2.13
H -0.78 -1.49 -1.76
H 0.96 -5.75 -2.32
H 2.09 -4.40 -2.48
O 0.36 -1.70 2.66
C -0.55 -1.79 1.83
O -0.75 -0.97 0.86
C -1.49 -2.96 1.92
C -2.57 -3.06 1.05
C -3.44 -4.14 1.10
C -3.17 -5.11 2.04
O -3.87 -6.27 2.28
C -3.21 -6.89 3.38
O -2.07 -6.11 3.73
C -2.10 -5.01 2.91
C -1.24 -3.95 2.88
H -2.73 -2.25 0.35
H -4.29 -4.22 0.43
H -2.88 -7.89 3.09
H -3.89 -6.94 4.23
H -0.39 -3.86 3.54
C 4.56 -4.79 -0.79
Si 3.64 -3.56 0.33
C 5.05 -2.67 1.26
C 2.72 -4.57 1.66
C 2.48 -2.57 -0.63
H 5.37 -5.29 -0.26
H 5.00 -4.26 -1.65
H 3.89 -5.56 -1.19
H 4.64 -1.94 1.95
H 5.69 -2.14 0.55
H 5.68 -3.37 1.83
H 3.16 -4.46 2.65
H 2.70 -5.64 1.42
H 1.68 -4.23 1.72
H 3.01 -1.97 -1.39
H 1.93 -1.85 0.01
O 1.05 1.35 1.08
C 2.02 1.29 1.89
C 2.87 2.51 2.09
C 2.65 3.14 3.47
C 3.39 2.43 4.60
C 2.98 0.98 4.83
C 3.23 0.07 3.63
N 2.23 0.20 2.58
H 2.59 3.21 1.30
H 3.92 2.25 1.95
H 1.58 3.17 3.68
H 2.98 4.17 3.43
H 3.24 2.99 5.53
H 4.47 2.46 4.39
H 1.92 0.92 5.10
H 3.54 0.58 5.68
H 3.22 -0.97 3.93
H 4.22 0.27 3.21
H 1.48 -0.53 2.53
*
```

=====

Below is 2 unconnected molecules or ions with the total composition ClH2O2P at a distorted geometry, with properties calculated with ωB97M-V/def2-TZVPD.

Computed properties:
SMILES: O=[PH]=O.Cl
Calculated total energy in eV: -25938.7782
LUMO energy in Ha: -0.0175
Kohn-Sham gap in eV: 11.367
Relative energy (zero: lowest compared OMol25 entry of this formula, charge and spin) in kcal/mol: 43.6

The geometry in ORCA input format:
```
! wB97M-V def2-TZVPD RIJCOSX def2/J DEFGRID3
* xyz 0 1
O -0.67 0.66 -1.15
O -2.47 -0.61 0.27
P -1.12 -0.11 0.07
Cl 2.31 -0.40 0.07
H 2.00 0.76 -0.13
H -0.05 -0.31 0.86
*
```

=====

Below is a molecular structure, C8H27N2O7Pb at a distorted geometry, with properties calculated with ωB97M-V/def2-TZVPD.

Computed properties:
Calculated total energy in eV: -31283.7675
LUMO energy (spin up / spin down) in Ha: 0.1773 / 0.1773
Kohn-Sham gap (spin up / spin down) in eV: 3.700 / 3.690

The geometry in ORCA input format:
```
! wB97M-V def2-TZVPD RIJCOSX def2/J DEFGRID3
* xyz -2 2
Pb 1.21 0.52 -0.03
O 2.89 -0.23 1.62
H 3.03 -1.03 2.17
O 4.04 1.00 -0.59
H 4.68 0.35 -0.93
O 2.37 2.55 1.14
H 2.19 3.26 1.78
O 1.77 2.49 -1.86
H 0.99 3.06 -2.02
O 2.33 -0.19 -2.44
H 1.97 -1.07 -2.20
C -1.75 -1.51 1.57
C -0.52 -1.63 2.44
C 0.58 -2.60 1.71
O 0.65 -2.18 0.33
C 1.31 -3.16 -0.48
N 0.05 -0.24 2.44
H -2.57 -1.03 2.10
H -2.13 -2.51 1.38
H -1.58 -1.08 0.58
H -0.81 -2.07 3.39
H 0.24 -3.64 1.78
H 1.53 -2.61 2.25
H 0.85 -4.14 -0.33
H 2.37 -3.13 -0.20
H 1.25 -2.86 -1.53
H -0.39 0.28 3.18
H 1.02 -0.26 2.70
C -2.44 0.64 -3.02
C -1.36 1.11 -2.08
C -1.87 1.79 -0.82
O -0.83 2.13 0.11
C -1.23 2.80 1.23
N -0.62 0.00 -1.80
H -2.51 1.40 -3.80
H -3.47 0.64 -2.67
H -2.24 -0.30 -3.55
H -0.85 1.91 -2.61
H -2.59 1.14 -0.31
H -2.49 2.66 -1.05
H -0.29 3.04 1.73
H -1.67 2.10 1.94
H -1.84 3.69 1.08
H -0.06 -0.27 -2.59
H -1.22 -0.82 -1.75
*
```

=====

Below is a single C16H15ClN4O2 molecule at a distorted geometry, with properties calculated with ωB97M-V/def2-TZVPD.

Computed properties:
SMILES: Cc1ccccc1Cn1ccc(NC(=O)c2onc(C)c2Cl)n1
Calculated total energy in eV: -39412.4046
LUMO energy in Ha: 0.0107
Kohn-Sham gap in eV: 8.866
Relative energy (zero: lowest compared OMol25 entry of this formula, charge and spin) in kcal/mol: 8.2

The geometry in ORCA input format:
```
! wB97M-V def2-TZVPD RIJCOSX def2/J DEFGRID3
* xyz 0 1
C 3.56 -2.13 0.51
C 3.19 -3.53 0.13
C 3.51 -4.59 0.97
C 3.19 -5.90 0.64
C 2.55 -6.16 -0.55
C 2.22 -5.12 -1.40
C 2.54 -3.81 -1.07
C 2.13 -2.70 -2.01
N 0.99 -1.98 -1.49
C -0.22 -2.48 -1.19
C -0.98 -1.44 -0.71
C -0.12 -0.33 -0.76
N 1.07 -0.68 -1.23
N -0.35 0.99 -0.40
C -1.51 1.48 0.11
O -2.51 0.84 0.34
C -1.43 2.93 0.38
C -2.35 3.80 0.92
C -1.69 5.07 0.93
N -0.49 4.93 0.43
O -0.31 3.63 0.10
C -2.23 6.36 1.41
H -1.51 7.15 1.21
H -2.43 6.30 2.47
H -3.17 6.57 0.90
Cl -3.92 3.47 1.46
H 0.43 1.61 -0.55
H -2.00 -1.45 -0.37
H -0.45 -3.51 -1.33
H 2.93 -1.96 -2.13
H 1.88 -3.11 -2.99
H 1.72 -5.33 -2.34
H 2.30 -7.18 -0.83
H 3.45 -6.70 1.31
H 4.01 -4.39 1.91
H 2.71 -1.46 0.44
H 3.96 -2.10 1.52
H 4.33 -1.75 -0.17
*
```

=====

Below is 2 unconnected molecules or ions with the total composition C11H22IN2O3P2S3 at a distorted geometry, with properties calculated with ωB97M-V/def2-TZVPD.

Computed properties:
Calculated total energy in eV: -80059.7941
LUMO energy in Ha: -0.1313
Kohn-Sham gap in eV: 7.717

The geometry in ORCA input format:
```
! wB97M-V def2-TZVPD RIJCOSX def2/J DEFGRID3
* xyz 1 1
N -0.20 0.99 1.79
C -0.34 1.46 0.80
O -0.66 2.12 -0.30
C -1.39 1.34 -1.25
C -2.71 0.66 -0.85
C -2.63 -0.63 -0.06
O -1.68 -1.16 0.35
I -4.55 -1.56 0.39
C -1.91 2.50 -2.21
C -1.95 1.94 -3.68
S -3.59 1.41 -4.37
P -1.40 3.27 -4.85
S 0.48 3.71 -4.65
C -1.10 0.64 -3.60
N -0.47 0.67 -2.24
P 0.57 -0.73 -1.74
S -0.24 -2.37 -2.39
H -3.30 1.38 -0.27
H -3.30 0.47 -1.76
H -2.89 2.89 -1.91
H -1.10 3.26 -2.17
H -3.63 0.09 -4.01
H -2.23 4.39 -4.54
H -1.77 2.89 -6.16
H -1.49 -0.31 -3.95
H -0.22 0.87 -4.25
H 0.24 1.43 -2.38
H 0.66 -0.82 -0.33
H 1.82 -0.59 -2.39
C 1.39 -1.18 3.23
C 1.72 -2.60 3.64
O 3.08 -2.96 3.44
C 4.04 -2.19 4.14
C 3.88 -2.25 5.65
H 1.65 -1.01 2.18
H 0.33 -0.98 3.38
H 1.95 -0.45 3.82
H 1.13 -3.29 3.03
H 1.43 -2.79 4.68
H 4.03 -1.15 3.79
H 5.01 -2.60 3.87
H 2.92 -1.84 5.98
H 4.67 -1.68 6.14
H 3.93 -3.28 6.00
*
```

=====

Below is a gas-phase ion, C5H11O2 (charge -1) at a distorted geometry, with properties calculated with ωB97M-V/def2-TZVPD.

Computed properties:
SMILES: [O-]CCCCCO
Calculated total energy in eV: -9456.1218
LUMO energy in Ha: 0.1499
Kohn-Sham gap in eV: 6.324
Relative energy (zero: lowest compared OMol25 entry of this formula, charge and spin) in kcal/mol: 90.1

The geometry in ORCA input format:
```
! wB97M-V def2-TZVPD RIJCOSX def2/J DEFGRID3
* xyz -1 1
C -0.04 0.50 1.54
O 0.88 -0.46 2.17
C -1.16 -0.01 0.71
C -0.64 -1.04 -0.32
C 0.05 -0.48 -1.54
C 1.16 0.62 -1.34
O 2.10 0.06 -0.50
H 0.57 1.37 1.12
H -0.57 0.99 2.44
H 1.48 0.19 2.45
H -1.64 0.72 0.11
H -2.00 -0.39 1.44
H -1.59 -1.35 -0.66
H -0.19 -1.92 0.13
H 0.47 -1.26 -2.14
H -0.74 0.07 -2.18
H 1.30 0.80 -2.48
H 0.55 1.59 -0.94
*
```

=====

Below is a molecular structure, C20H21BrN2NaO5 at a distorted geometry, with properties calculated with ωB97M-V/def2-TZVPD.

Computed properties:
Calculated total energy in eV: -108758.6569
LUMO energy in Ha: 0.0830
Kohn-Sham gap in eV: 7.166
Relative energy (zero: lowest compared OMol25 entry of this formula, charge and spin) in kcal/mol: 17.1

The geometry in ORCA input format:
```
! wB97M-V def2-TZVPD RIJCOSX def2/J DEFGRID3
* xyz -1 1
Na -1.01 1.48 1.54
O -1.90 -1.73 -3.20
C -2.69 -0.63 -3.43
C -3.37 -0.47 -4.61
C -4.19 0.61 -4.72
C -4.21 1.60 -3.71
C -3.43 1.50 -2.61
C -2.72 0.32 -2.41
C -2.11 0.11 -0.99
O -2.31 1.10 -0.20
N -0.63 -0.14 -1.24
N 0.07 -0.46 -0.17
C 1.18 -1.12 -0.23
C 1.94 -1.34 1.03
Br 1.86 0.07 2.29
C 2.74 -2.34 1.38
C 3.11 -3.51 0.59
C 4.20 -4.23 0.98
C 4.66 -5.39 0.35
C 3.88 -5.86 -0.71
C 2.76 -5.14 -1.12
C 2.34 -3.98 -0.50
H -1.80 -2.34 -3.94
H -3.37 -1.21 -5.40
H -4.85 0.73 -5.58
H -4.77 2.47 -3.76
H -3.58 2.10 -1.73
H -2.45 -0.88 -0.59
H -0.29 -0.63 -2.08
H 1.68 -1.40 -1.21
H 3.06 -2.24 2.37
H 4.82 -3.81 1.72
H 5.57 -5.88 0.60
H 4.17 -6.73 -1.30
H 2.10 -5.56 -1.93
H 1.38 -3.58 -0.86
C -1.58 4.51 3.29
C -0.14 4.04 3.10
C 0.92 5.10 3.45
O -0.09 3.64 1.69
C 0.19 2.70 3.88
O 1.33 2.62 4.38
O -0.72 1.81 3.81
H -1.64 5.45 2.71
H -1.76 4.76 4.32
H -2.25 3.68 2.95
H 0.56 6.05 3.00
H 1.88 4.82 3.05
H 0.96 5.09 4.55
H 0.50 4.23 1.24
*
```